C52H46O3P3S4V | the ωB97M-V functional and the def2-TZVPD basis

Geometry as XYZ:
```
109
C52H46O3P3S4V, DFT the ωB97M-V functional and the def2-TZVPD basis
V -0.57 0.04 -0.30
O -1.47 1.30 -3.07
S -0.27 0.96 -2.31
C 0.80 0.00 -3.38
C 0.72 0.04 -4.76
C 1.60 -0.74 -5.50
C 2.52 -1.55 -4.84
C 2.57 -1.60 -3.46
C 1.70 -0.82 -2.71
P 1.62 -0.71 -0.88
C 3.32 -0.07 -0.65
C 3.87 0.82 -1.57
C 5.19 1.21 -1.45
C 5.97 0.73 -0.41
C 5.41 -0.12 0.53
C 4.09 -0.50 0.43
C 1.83 -2.44 -0.33
C 3.00 -3.18 -0.53
C 3.05 -4.51 -0.15
C 1.96 -5.11 0.44
C 0.80 -4.38 0.68
C 0.74 -3.05 0.30
C 0.75 2.46 -2.24
C 1.25 3.12 -3.35
C 1.94 4.31 -3.18
C 2.08 4.85 -1.91
C 1.56 4.21 -0.81
C 0.91 2.98 -0.97
P 0.16 2.09 0.45
C 1.49 1.99 1.69
C 2.83 2.28 1.48
C 3.74 2.05 2.50
C 3.32 1.55 3.72
C 1.98 1.30 3.95
C 1.07 1.51 2.93
C -0.85 3.49 1.03
C -1.80 3.95 0.11
C -2.61 5.02 0.43
C -2.49 5.63 1.67
C -1.55 5.18 2.58
C -0.73 4.11 2.27
H -0.03 0.65 -5.24
H 1.56 -0.73 -6.57
H 3.21 -2.16 -5.42
H 3.29 -2.24 -2.97
H 3.27 1.18 -2.40
H 5.62 1.88 -2.18
H 7.01 1.02 -0.34
H 6.02 -0.50 1.34
H 3.65 -1.16 1.17
H 3.88 -2.72 -0.95
H 3.96 -5.07 -0.32
H 2.00 -6.15 0.73
H -0.05 -4.85 1.15
H -0.15 -2.47 0.48
H 1.11 2.70 -4.34
H 2.36 4.82 -4.04
H 2.59 5.80 -1.78
H 1.62 4.64 0.18
H 3.17 2.68 0.54
H 4.79 2.26 2.33
H 4.04 1.35 4.50
H 1.64 0.95 4.91
H 0.01 1.30 3.08
H -1.88 3.46 -0.85
H -3.32 5.39 -0.29
H -3.13 6.47 1.93
H -1.45 5.67 3.54
H 0.01 3.78 2.97
C -3.48 -0.98 -2.03
P -2.13 -2.15 -2.39
C -2.50 -3.83 -1.81
C -2.06 -2.27 -4.21
O -0.82 -1.70 -1.83
H -4.45 -1.43 -2.24
H -3.33 -0.09 -2.64
H -3.42 -0.69 -0.98
H -3.50 -4.16 -2.07
H -2.38 -3.88 -0.73
H -1.77 -4.49 -2.27
H -2.94 -2.77 -4.59
H -1.16 -2.83 -4.50
H -2.00 -1.27 -4.62
O -1.71 -0.70 0.73
C -2.58 -0.98 1.75
C -3.71 0.03 1.77
C -4.90 -0.01 2.42
C -5.60 1.22 2.35
C -4.93 2.16 1.64
S -3.43 1.57 1.03
C -1.88 -0.95 3.10
C -0.57 -1.20 3.38
C -0.30 -1.24 4.77
C -1.41 -1.01 5.52
S -2.80 -0.75 4.55
C -3.15 -2.38 1.59
C -2.68 -3.54 2.12
C -3.48 -4.66 1.80
C -4.54 -4.34 1.02
S -4.59 -2.66 0.66
H -5.27 -0.88 2.93
H -6.56 1.38 2.81
H -5.20 3.17 1.42
H 0.18 -1.35 2.62
H 0.66 -1.45 5.19
H -1.51 -0.98 6.59
H -1.79 -3.61 2.73
H -3.30 -5.65 2.16
H -5.30 -4.98 0.62
```

## Properties
frontier orbital gap (spin up / spin down) = 7.13 / 6.94 eV
total charge = +1
multiplicity = 2


C52H47AsNO6PPbSe | the ωB97M-V functional and the def2-TZVPD basis

Geometry as XYZ:
```
110
C52H47AsNO6PPbSe, DFT the ωB97M-V functional and the def2-TZVPD basis
Pb -1.05 -0.43 1.56
O -1.89 -2.58 3.06
C -2.43 -2.16 4.31
C -2.13 -0.70 4.63
N -2.56 0.23 3.57
C -3.98 0.06 3.25
C -4.21 -0.97 2.11
O -5.12 -1.77 2.21
O -3.39 -0.89 1.14
C -2.22 1.60 3.97
C -0.74 1.96 3.69
O -0.16 2.72 4.44
O -0.24 1.46 2.62
H -2.61 -2.70 2.43
H -1.97 -2.79 5.08
H -3.51 -2.32 4.34
H -1.05 -0.57 4.75
H -2.61 -0.45 5.58
H -4.38 1.00 2.86
H -4.57 -0.22 4.13
H -2.44 1.80 5.02
H -2.80 2.29 3.35
O 1.34 -2.38 2.99
C 1.95 -2.17 2.00
C 3.17 -1.36 1.84
C 4.25 -1.68 2.66
C 5.43 -0.98 2.56
C 5.54 0.03 1.62
C 4.45 0.37 0.83
C 3.23 -0.30 0.93
P 1.63 0.43 0.25
C 1.32 0.25 -1.57
C 0.74 1.39 -2.14
C 0.36 1.42 -3.47
C 0.46 0.27 -4.24
C 0.95 -0.89 -3.67
C 1.39 -0.90 -2.35
C 2.30 2.15 0.19
C 2.09 3.03 1.25
C 2.71 4.27 1.25
C 3.55 4.63 0.21
C 3.75 3.77 -0.86
C 3.13 2.53 -0.87
H 4.14 -2.48 3.38
H 6.27 -1.21 3.21
H 6.46 0.59 1.52
H 4.56 1.19 0.14
H 0.61 2.28 -1.54
H -0.01 2.33 -3.89
H 0.16 0.28 -5.28
H 0.99 -1.80 -4.24
H 1.79 -1.82 -1.97
H 1.45 2.73 2.06
H 2.54 4.94 2.07
H 4.05 5.59 0.22
H 4.40 4.05 -1.67
H 3.29 1.86 -1.70
C 4.82 -7.22 -2.47
C 4.04 -6.18 -1.74
C 2.88 -6.50 -1.05
C 2.12 -5.53 -0.41
C 0.88 -5.95 0.31
C 2.54 -4.19 -0.46
Se 1.22 -2.92 0.30
C 3.72 -3.85 -1.12
C 4.29 -2.46 -1.18
C 4.45 -4.85 -1.74
H 4.35 -8.20 -2.37
H 5.84 -7.29 -2.09
H 4.87 -6.97 -3.53
H 2.56 -7.53 -1.01
H 0.80 -7.03 0.37
H -0.01 -5.57 -0.20
H 0.87 -5.54 1.32
H 3.56 -1.71 -0.90
H 4.64 -2.25 -2.19
H 5.14 -2.38 -0.51
H 5.37 -4.59 -2.25
C -6.60 2.92 0.72
C -5.51 3.63 1.19
C -4.23 3.17 0.95
C -4.03 1.99 0.24
C -5.12 1.27 -0.21
C -6.40 1.73 0.02
As -2.21 1.41 -0.19
C -2.62 0.93 -2.02
C -2.97 -0.33 -2.49
C -3.30 -0.50 -3.82
C -3.28 0.59 -4.68
C -2.93 1.85 -4.22
C -2.58 2.03 -2.89
C -2.08 3.27 -2.28
C -1.88 4.49 -2.92
C -1.31 5.54 -2.23
C -0.93 5.41 -0.91
C -1.14 4.20 -0.25
C -1.72 3.15 -0.93
H -7.60 3.29 0.88
H -5.65 4.54 1.75
H -3.37 3.73 1.31
H -4.96 0.33 -0.73
H -7.25 1.17 -0.34
H -2.99 -1.16 -1.79
H -3.57 -1.48 -4.19
H -3.55 0.46 -5.72
H -2.92 2.68 -4.91
H -2.16 4.61 -3.96
H -1.15 6.48 -2.74
H -0.47 6.23 -0.38
H -0.84 4.07 0.78
```

## Properties
frontier orbital gap = 7.76 eV
multiplicity = 1


Listing total energy for the structures above in their given order: -5795.524100, -7687.391161 Eh.
Listing relative energy (zero: lowest compared OMol25 entry of this formula, charge and spin) for the structures above in their given order: 0.133, 0.695 eV.